Below is C15H24GaN6O6 as an isolated structure, with properties calculated with ωB97M-V/def2-TZVPD.

The geometry in XYZ format:
```
52
Properties=species:S:1:pos:R:3:mulliken_charge:R:1
O -1.336 -0.745 -4.052 -0.474
H -1.137 -0.796 -5.005 0.341
Ga 0.181 0.156 -0.646 0.109
N 1.643 -0.967 -1.183 0.645
N -0.851 -1.550 -0.652 0.754
N 1.032 1.869 -0.373 0.507
N -1.338 1.076 0.215 0.441
O 2.751 -0.452 -1.670 -0.863
O 2.221 2.125 -1.021 -0.540
O -2.392 0.448 0.736 -0.545
O -2.040 -1.795 -0.159 -0.901
C -0.053 -2.606 -0.931 0.448
C 1.288 -2.277 -1.293 0.304
C 0.252 2.775 0.211 0.234
C -1.062 2.317 0.608 0.650
C 2.372 -3.219 -1.654 -1.615
H 2.485 -3.252 -2.745 0.246
H 2.162 -4.215 -1.254 0.495
H 3.298 -2.813 -1.231 0.371
C -0.609 -3.955 -0.655 -1.609
H -1.613 -4.076 -1.076 0.313
H -0.670 -4.133 0.427 0.261
H 0.058 -4.709 -1.076 0.490
C 0.893 4.025 0.676 -1.559
C -1.921 3.009 1.597 -1.697
H 1.598 4.356 -0.099 0.411
H 1.477 3.807 1.594 0.249
H 0.152 4.805 0.883 0.435
H -2.761 2.372 1.888 0.387
H -2.296 3.957 1.192 0.407
H -1.315 3.231 2.486 0.356
H 2.479 1.166 -1.342 0.520
H -2.312 -0.574 0.412 0.416
C -3.029 -0.284 -3.473 -0.300
H -3.320 -1.347 -3.722 0.275
H -2.545 0.582 -3.899 0.386
H -3.287 -0.077 -2.475 0.207
O 0.038 0.641 -2.521 -0.709
H -0.644 -0.146 -3.551 0.553
H 0.963 0.837 -2.875 0.345
N 3.342 2.401 3.761 -0.500
C 2.517 1.567 3.557 -0.191
C 1.517 0.606 3.273 0.002
C 0.644 0.088 4.224 -0.338
C -0.385 -0.769 3.823 -0.962
C -0.542 -1.045 2.468 -0.010
N 0.300 -0.536 1.571 0.134
C 1.359 0.177 1.953 0.016
H 0.787 0.371 5.268 0.514
H -1.088 -1.208 4.532 0.437
H -1.335 -1.684 2.108 0.477
H 2.074 0.470 1.171 0.675
```

Its net charge is +1. The value obtained for the largest force on an atom is 5.23 eV/Å. The LUMO energy (alpha / beta) comes out at -4.4 / -4.4 eV. The value obtained for the frontier orbital gap (alpha / beta) is 5.9 / 5.9 eV.